{"formula": "C21H24AsClN2PReS4", "method": "ωB97M-V/def2-TZVPD", "species": ["Re", "N", "C", "C", "C", "N", "H", "H", "H", "H", "H", "H", "H", "H", "H", "H", "Cl", "C", "C", "C", "C", "C", "C", "P", "C", "C", "C", "C", "C", "C", "C", "C", "C", "C", "C", "C", "H", "H", "H", "H", "H", "H", "H", "H", "H", "H", "H", "H", "H", "H", "S", "As", "S", "S", "S"], "positions_angstrom": [[0.011, -1.798, -0.298], [0.348, -1.874, 1.858], [1.755, -1.749, 2.416], [2.648, -2.890, 1.988], [2.986, -2.853, 0.515], [1.759, -3.080, -0.335], [-0.235, -1.184, 2.334], [-0.020, -2.767, 2.199], [1.657, -1.705, 3.501], [2.162, -0.800, 2.069], [2.219, -3.858, 2.268], [3.580, -2.814, 2.553], [3.685, -3.650, 0.258], [3.429, -1.904, 0.209], [1.403, -4.007, -0.085], [2.078, -3.228, -1.295], [-2.366, -1.884, 0.443], [-2.867, -0.330, 1.205], [-4.025, -0.335, 1.937], [-4.395, 0.889, 2.508], [-3.615, 2.025, 2.339], [-2.450, 1.980, 1.586], [-2.063, 0.777, 0.979], [-0.593, 0.633, -0.014], [-0.842, 0.996, -1.781], [-1.951, 1.455, -2.403], [-1.934, 1.581, -3.826], [-0.827, 1.248, -4.616], [0.297, 0.758, -4.011], [0.382, 0.680, -2.542], [0.593, 1.852, 0.534], [0.843, 3.003, -0.229], [1.654, 4.005, 0.280], [2.212, 3.874, 1.546], [1.939, 2.752, 2.324], [1.128, 1.749, 1.825], [-4.623, -1.225, 2.081], [-5.299, 0.934, 3.103], [-3.913, 2.955, 2.806], [-1.842, 2.869, 1.467], [-2.853, 1.719, -1.863], [-2.835, 1.941, -4.315], [-0.870, 1.367, -5.691], [1.174, 0.490, -4.594], [1.139, 1.458, -2.294], [0.382, 3.158, -1.197], [1.838, 4.897, -0.303], [2.844, 4.660, 1.939], [2.348, 2.673, 3.322], [0.883, 0.912, 2.467], [-0.962, -3.173, -4.982], [0.151, -3.961, -3.533], [-1.067, -3.255, -1.574], [1.144, -0.907, -1.957], [1.774, -5.057, -3.124]], "charge": 4, "homo_energy_ha": -0.7509, "relative_energy_ev": 0.715, "multiplicity": 1, "max_force_ev_per_a": 0.8, "lumo_energy_ev": -14.63}

=====

{"formula": "C4H4O", "method": "ωB97M-V/def2-TZVPD", "species": ["C", "C", "C", "C", "O", "H", "H", "H", "H"], "positions_angstrom": [[1.049, -0.232, 1.038], [1.469, 0.288, -0.082], [-1.814, 0.390, -0.462], [0.300, -0.524, -0.145], [-2.700, -0.384, -0.732], [1.276, -0.411, 2.180], [2.296, 0.798, -0.730], [-2.055, 1.486, -0.446], [0.180, -1.410, -0.621]], "charge": 0, "homo_energy_ha": -0.2696, "relative_energy_ev": 5.301, "multiplicity": 1, "max_force_ev_per_a": 4.5, "lumo_energy_ev": 1.08}

=====

{"formula": "CH3N3S2", "method": "ωB97M-V/def2-TZVPD", "species": ["C", "N", "N", "N", "S", "S", "H", "H", "H"], "positions_angstrom": [[-1.552, -1.446, -0.345], [-0.496, -0.845, -0.634], [-0.294, 0.387, -0.794], [0.681, 0.909, -0.001], [-2.883, -0.509, 0.234], [-2.196, 1.355, -0.114], [-1.838, -2.524, -0.150], [0.621, 1.850, -0.245], [0.708, 0.565, 1.048]], "charge": 0, "homo_energy_ha": -0.2847, "relative_energy_ev": 1.629, "multiplicity": 1, "max_force_ev_per_a": 3.4, "lumo_energy_ev": -0.18}

=====

{"formula": "C25H27FN6O3PtS", "method": "ωB97M-V/def2-TZVPD", "species": ["Pt", "C", "N", "C", "C", "N", "C", "S", "C", "C", "C", "C", "C", "N", "H", "H", "H", "H", "H", "H", "H", "H", "H", "C", "C", "N", "C", "C", "C", "O", "O", "C", "O", "C", "C", "C", "F", "C", "C", "C", "N", "C", "C", "N", "C", "C", "H", "H", "H", "H", "H", "H", "H", "H", "H", "H", "H", "H", "H", "H", "H", "H", "H", "H"], "positions_angstrom": [[-0.058, -0.137, 0.224], [-1.782, -1.681, 4.889], [-0.986, -0.512, 4.642], [-0.354, 0.216, 5.588], [0.336, 1.212, 4.958], [0.129, 1.093, 3.607], [-0.706, 0.012, 3.422], [-1.477, -0.598, 2.028], [0.725, 1.951, 2.656], [1.478, 3.045, 3.091], [2.132, 3.840, 2.166], [1.983, 3.572, 0.812], [1.168, 2.512, 0.453], [0.575, 1.713, 1.348], [-1.928, -1.810, 5.961], [-1.279, -2.570, 4.502], [-2.756, -1.599, 4.405], [-0.415, 0.008, 6.642], [0.944, 1.962, 5.421], [1.568, 3.297, 4.133], [2.744, 4.664, 2.501], [2.475, 4.173, 0.061], [0.966, 2.302, -0.593], [2.794, -5.143, -5.145], [3.216, -3.682, -5.253], [2.342, -2.829, -4.453], [2.679, -2.628, -3.185], [1.943, -1.903, -2.272], [2.549, -1.792, -0.837], [3.639, -2.298, -0.738], [1.875, -1.206, 0.042], [0.717, -1.295, -2.638], [-0.052, -0.614, -1.917], [0.368, -1.513, -4.047], [-0.810, -0.938, -4.542], [-1.199, -1.124, -5.841], [-2.308, -0.508, -6.246], [-0.438, -1.905, -6.764], [0.739, -2.475, -6.249], [1.168, -2.285, -4.929], [-0.837, -2.092, -8.061], [0.060, -2.417, -9.145], [-0.416, -3.640, -9.944], [-1.894, -3.592, -10.162], [-2.431, -2.223, -9.957], [-2.181, -1.770, -8.519], [3.465, -5.755, -5.740], [1.777, -5.301, -5.492], [2.864, -5.482, -4.116], [3.227, -3.338, -6.287], [4.230, -3.570, -4.868], [3.608, -3.071, -2.845], [-1.416, -0.321, -3.893], [1.327, -3.113, -6.889], [1.075, -2.596, -8.796], [0.112, -1.547, -9.811], [-0.168, -4.571, -9.434], [0.095, -3.633, -10.908], [-2.366, -4.234, -9.514], [-2.129, -3.914, -11.112], [-3.509, -2.213, -10.137], [-1.969, -1.549, -10.684], [-2.915, -2.228, -7.843], [-2.358, -0.686, -8.488]], "charge": 4, "homo_energy_ha": [-0.6751, -0.6725], "relative_energy_ev": 0.438, "multiplicity": 5, "max_force_ev_per_a": 3.2, "lumo_energy_ev": [-10.29, -13.73], "s_squared": 6.0697}

=====

{"formula": "C4H14N2O", "method": "ωB97M-V/def2-TZVPD", "species": ["C", "C", "C", "N", "C", "N", "H", "H", "H", "H", "H", "H", "H", "H", "H", "H", "H", "H", "H", "H", "O"], "positions_angstrom": [[-0.098, -0.410, 1.720], [-0.389, -1.017, 0.310], [-1.839, -1.530, 0.334], [-0.306, -0.071, -0.777], [0.984, 0.187, -1.389], [0.920, 1.109, -2.489], [-0.901, 0.267, 1.976], [0.840, 0.126, 1.615], [-0.044, -1.260, 2.390], [0.285, -1.858, 0.127], [-2.078, -2.008, 1.295], [-1.946, -2.325, -0.411], [-2.594, -0.766, 0.155], [-1.102, 0.522, -0.920], [1.386, -0.766, -1.732], [1.675, 0.623, -0.660], [0.166, 0.836, -3.112], [0.709, 2.039, -2.121], [1.618, 1.476, 1.725], [1.066, 2.451, 0.594], [1.650, 2.373, 1.370]], "charge": -1, "homo_energy_ha": [0.0441, -0.1749], "relative_energy_ev": 0.618, "multiplicity": 2, "max_force_ev_per_a": 1.9, "lumo_energy_ev": [4.07, 3.90], "s_squared": 0.7504}

=====

{"formula": "C4H11NO", "method": "ωB97M-V/def2-TZVPD", "species": ["C", "C", "N", "C", "C", "O", "H", "H", "H", "H", "H", "H", "H", "H", "H", "H", "H"], "positions_angstrom": [[0.547, 1.940, -1.895], [0.706, 1.243, -0.466], [-0.233, 0.173, -0.329], [-0.183, -0.607, 0.899], [-0.807, -1.984, 0.769], [-0.795, -2.678, 2.006], [-0.420, 2.418, -1.770], [0.535, 1.078, -2.548], [1.337, 2.668, -1.990], [0.842, 1.989, 0.339], [1.667, 0.715, -0.407], [-1.229, 0.379, -0.491], [-0.548, 0.002, 1.753], [0.886, -0.746, 1.074], [-1.886, -1.879, 0.555], [-0.289, -2.478, -0.058], [-0.130, -2.235, 2.561]], "charge": 1, "homo_energy_ha": [-0.5449, -0.5445], "relative_energy_ev": 2.185, "multiplicity": 2, "max_force_ev_per_a": 4.1, "lumo_energy_ev": [-3.28, -8.60], "s_squared": 0.7544}